Here is 7 unconnected molecules or ions with the total composition C31H57FN2O8S from the OMol25 dataset. Energies are from ωB97M-V with the def2-TZVPD basis set.

Structure (XYZ):
```
100
C31H57FN2O8S, DFT ωB97M-V with the def2-TZVPD basis set
N 2.0914 -5.1977 1.4835
N 3.0070 -4.6045 0.5830
C 3.1033 -3.1412 0.8603
C 4.3194 -2.4418 0.1822
C 5.7238 -2.7411 0.4919
C 6.8109 -2.0593 -0.2303
C 6.5716 -1.0592 -1.2704
C 5.1623 -0.7315 -1.5517
C 4.0854 -1.4108 -0.8382
S 2.4792 -4.9160 -1.0061
O 1.3117 -4.1302 -1.3950
O 3.5238 -4.6965 -1.9891
F 2.0795 -6.5039 -1.1207
H 2.6017 -5.6183 2.2666
H 1.4607 -4.4809 1.8663
H 3.2268 -3.0332 1.9691
H 2.1844 -2.5838 0.5389
H 5.9905 -3.4873 1.2761
H 7.8803 -2.3160 -0.0116
H 7.4059 -0.5465 -1.8065
H 4.9428 0.0364 -2.3367
H 3.0424 -1.0997 -1.1104
C -0.0613 1.4445 2.2468
C -0.4556 0.0201 2.5918
C 0.6792 -0.7773 1.9735
O 1.8438 0.0526 2.0229
C 1.4496 1.3885 2.3687
H -0.5131 2.1954 2.8952
H -0.3450 1.6690 1.2144
H -0.4568 -0.1122 3.6780
H -1.4361 -0.2696 2.2124
H 0.4765 -1.0082 0.9211
H 0.8738 -1.7127 2.5048
H 1.7719 1.5772 3.3985
H 1.9498 2.1002 1.7123
C -1.0749 -4.7785 -4.3888
C -2.1567 -4.5842 -5.4269
C -3.1477 -3.7007 -4.6903
O -2.3869 -2.9044 -3.7716
C -1.0515 -3.4281 -3.6985
H -0.1084 -5.0579 -4.8094
H -1.3774 -5.5550 -3.6793
H -1.7495 -4.0494 -6.2906
H -2.5985 -5.5167 -5.7802
H -3.8574 -4.2990 -4.1083
H -3.7110 -3.0496 -5.3621
H -0.3875 -2.7286 -4.2185
H -0.7387 -3.4944 -2.6565
C -1.8771 -10.4102 -3.7583
C -0.5251 -9.7356 -3.8635
C -0.6944 -8.8834 -5.1080
O -2.0828 -8.5224 -5.1796
C -2.8125 -9.3135 -4.2311
H -2.1131 -10.7680 -2.7556
H -1.9220 -11.2612 -4.4446
H -0.3611 -9.0950 -2.9918
H 0.3098 -10.4332 -3.9354
H -0.4486 -9.4481 -6.0138
H -0.0810 -7.9807 -5.0826
H -3.1060 -8.6585 -3.4033
H -3.7159 -9.7067 -4.7010
C 2.8010 6.3101 -0.4983
C 3.5136 5.0141 -0.8298
C 3.1521 4.1424 0.3597
O 1.8583 4.5714 0.8106
C 1.5306 5.8092 0.1627
H 2.6088 6.9408 -1.3668
H 3.3930 6.8866 0.2188
H 3.0970 4.5862 -1.7466
H 4.5899 5.1257 -0.9643
H 3.8581 4.2822 1.1854
H 3.1193 3.0808 0.1057
H 0.7517 5.6027 -0.5799
H 1.1338 6.5136 0.8965
C -2.0414 9.4400 3.1249
C -2.4368 8.0172 3.4684
C -1.3062 7.2179 2.8513
O -0.1345 8.0493 2.9010
C -0.5302 9.3839 3.2469
H -2.4932 10.1912 3.7739
H -2.3251 9.6649 2.0922
H -2.4383 7.8851 4.5548
H -3.4140 7.7302 3.0901
H -1.5102 6.9873 1.7998
H -1.1154 6.2829 3.3818
H -0.2084 9.5728 4.2770
H -0.0285 10.0968 2.5895
C -4.8551 3.4462 3.8791
C -6.1065 4.2782 4.0833
C -5.5412 5.6861 4.1412
O -4.3696 5.6963 3.3144
C -4.0241 4.3447 2.9811
H -5.0453 2.4659 3.4411
H -4.3460 3.3001 4.8365
H -6.7659 4.1754 3.2165
H -6.6726 4.0097 4.9756
H -5.2365 5.9508 5.1595
H -6.2481 6.4372 3.7835
H -4.2686 4.1861 1.9254
H -2.9507 4.1967 3.1155
```

* Kohn-Sham gap: 9.4 eV
* SMILES string: NN(Cc1ccccc1)S(=O)(=O)F.C1CCOC1.C1CCOC1.C1CCOC1.C1CCOC1.C1CCOC1.C1CCOC1
* charge: 0
* energy above the lowest of the compared OMol25 structures with the same formula, charge and spin: 182.9 kJ/mol
* calculated total energy: -65978.71621 eV
* E_HOMO: -0.32934 hartree



Here is a molecular structure, C31H57N2NiO2P2S from the OMol25 dataset. Energies are from ωB97M-V with the def2-TZVPD basis set.

Structure (XYZ):
```
96
C31H57N2NiO2P2S, DFT ωB97M-V with the def2-TZVPD basis set
C 2.5060 -1.0893 -2.3610
C 3.0965 0.0043 -0.3440
C 3.8375 -1.3751 -2.6659
C 4.4506 -0.3768 -0.5857
C 4.8282 -1.0380 -1.7399
H 4.0561 -1.8840 -3.6027
H 5.1935 -0.0890 0.1531
H 5.8680 -1.3083 -1.9303
N 2.1364 -0.4830 -1.2221
P -0.2578 -1.5293 -2.6163
P 1.5009 1.4508 1.7416
C 1.4227 -1.3859 -3.3931
H 1.4092 -0.5428 -4.1014
H 1.6994 -2.2716 -3.9799
C 2.8432 0.8603 0.7739
H 3.7598 0.9717 1.3786
C 2.1593 3.1310 2.3682
C 1.0265 0.3843 3.2541
C -1.5338 -0.5993 -3.6709
C -0.4736 -3.3966 -2.6124
C 0.9301 4.0554 2.2763
H 0.1925 3.8285 3.0568
H 1.2486 5.0999 2.4008
H 0.4321 3.9601 1.3009
C 2.7700 3.1827 3.7810
H 2.0955 2.8863 4.5883
H 3.6885 2.5823 3.8473
H 3.0522 4.2307 3.9764
C 3.2787 3.5966 1.4301
H 3.4042 4.6826 1.5546
H 4.2349 3.1161 1.6781
H 3.0532 3.3931 0.3822
C 0.0842 1.1917 4.1694
H -0.8684 1.3906 3.6582
H -0.1207 0.5900 5.0677
H 0.5021 2.1473 4.4985
C 0.2367 -0.8433 2.7867
H -0.7232 -0.5488 2.3505
H 0.7932 -1.4374 2.0522
H 0.0208 -1.4864 3.6546
C 2.2860 -0.0956 3.9802
H 2.8495 0.7225 4.4391
H 1.9908 -0.7899 4.7826
H 2.9527 -0.6386 3.2981
C -1.9172 -3.7787 -2.2419
H -1.9612 -4.8760 -2.1475
H -2.2375 -3.3486 -1.2851
H -2.6425 -3.4945 -3.0135
C 0.4866 -3.9648 -1.5522
H 1.5345 -3.7272 -1.7759
H 0.2511 -3.5967 -0.5445
H 0.3900 -5.0626 -1.5350
C -0.1231 -4.0356 -3.9752
H -0.4956 -5.0722 -3.9833
H -0.5932 -3.5152 -4.8168
H 0.9579 -4.0866 -4.1522
C -0.8633 0.6950 -4.1658
H -0.2135 0.5098 -5.0310
H -1.6397 1.4146 -4.4701
H -0.2590 1.1877 -3.3870
C -2.7491 -0.2335 -2.7866
H -2.4781 0.3960 -1.9282
H -3.4704 0.3298 -3.3988
H -3.2632 -1.1234 -2.4041
C -2.0473 -1.4111 -4.8632
H -1.2401 -1.6984 -5.5469
H -2.6092 -2.3027 -4.5541
H -2.7481 -0.7726 -5.4259
Ni 0.1195 -0.1859 -0.9032
C -1.4572 -0.9284 -0.1571
O -2.1821 -1.6068 0.4516
N 0.4618 1.6125 -0.6462
C 1.0258 2.6648 -0.6962
C 0.8874 4.0022 -1.5092
C 2.0131 4.9897 -1.2386
C 0.9002 3.6675 -2.9981
C -0.4636 4.6080 -1.1233
H 2.0058 5.3299 -0.1965
H 2.9823 4.5403 -1.4756
H 1.8914 5.8826 -1.8762
H -0.0480 3.2069 -3.2953
H 1.0300 4.5727 -3.6105
H 1.7181 2.9811 -3.2477
H -0.8273 5.2753 -1.9161
H -1.2145 3.8225 -0.9613
H -0.3881 5.1931 -0.2005
C -4.9308 -0.6082 1.6406
S -4.1334 1.0081 1.5066
C -4.9916 1.8053 2.8666
O -2.7045 0.8818 1.9419
H -5.9928 -0.4446 1.8437
H -4.4461 -1.1663 2.4459
H -4.8128 -1.1278 0.6859
H -4.5127 1.4898 3.8010
H -4.8905 2.8879 2.7248
H -6.0493 1.5251 2.8405
```

* Kohn-Sham gap (spin up / spin down): 6.9 / 5.3 eV
* ⟨S²⟩: 2.028
* charge: +1
* energy above the lowest of the compared OMol25 structures with the same formula, charge and spin: 211.7 kJ/mol
* spin multiplicity: 3
* calculated total energy: -110594.69242 eV
* E_HOMO (spin up / spin down): -0.35158 / -0.33875 hartree



Here is a molecular structure, C31H57N2O2P2SZn from the OMol25 dataset. Energies are from ωB97M-V with the def2-TZVPD basis set.

Structure (XYZ):
```
96
C31H57N2O2P2SZn, DFT ωB97M-V with the def2-TZVPD basis set
C 2.3546 -1.4048 -0.9809
C 1.6072 0.6475 -1.8827
C 3.3029 -1.5075 -1.9839
C 2.3898 0.4148 -3.0570
C 3.3015 -0.6269 -3.0601
H 3.9872 -2.3501 -1.9162
H 2.3470 1.1664 -3.8481
H 4.0681 -0.7357 -3.8284
N 1.5292 -0.3507 -0.9187
P 0.6172 -2.6732 0.8442
P 0.5451 2.7496 -0.1846
C 2.2208 -2.5691 -0.0034
H 2.4046 -3.4829 -0.5750
H 3.0436 -2.4997 0.7127
C 1.0120 1.9510 -1.7267
H 0.7739 2.4440 -2.6848
C -1.1943 3.4111 0.0285
C 1.9859 3.8996 -0.0554
C -0.3575 -3.8869 -0.2682
C 1.1292 -3.3852 2.5289
C -2.1527 2.4266 0.7313
H -1.8282 2.1195 1.7273
H -3.1090 2.9603 0.8473
H -2.3428 1.5210 0.1457
C -1.1406 4.6957 0.8661
H -0.7267 4.5284 1.8686
H -0.5805 5.5035 0.3828
H -2.1682 5.0564 0.9975
C -1.8089 3.6574 -1.3511
H -2.8423 4.0091 -1.2196
H -1.2492 4.4058 -1.9238
H -1.8513 2.7061 -1.8958
C 2.1076 4.6295 1.2752
H 2.1826 3.9280 2.1089
H 3.0366 5.2126 1.2223
H 1.3005 5.3313 1.4884
C 3.2671 3.0621 -0.2294
H 3.3554 2.2961 0.5493
H 3.3062 2.5601 -1.2003
H 4.1506 3.7138 -0.1851
C 1.8339 4.8812 -1.2188
H 1.9486 4.3442 -2.1606
H 0.8682 5.3965 -1.2376
H 2.6131 5.6471 -1.1599
C -0.1402 -3.7957 3.2946
H 0.1463 -4.1068 4.3121
H -0.8596 -2.9701 3.3774
H -0.6352 -4.6580 2.8247
C 1.8593 -2.2381 3.2568
H 2.8322 -2.0148 2.8001
H 1.2592 -1.3206 3.2653
H 2.0368 -2.5313 4.3012
C 2.0639 -4.5971 2.4474
H 3.0102 -4.3664 1.9468
H 2.2968 -4.8982 3.4793
H 1.5980 -5.4571 1.9576
C -0.1532 -3.4293 -1.7231
H 0.8495 -3.6812 -2.0986
H -0.8863 -3.9323 -2.3737
H -0.3131 -2.3499 -1.8354
C -1.8347 -3.7763 0.1132
H -2.2169 -2.7536 -0.0169
H -2.4165 -4.4504 -0.5400
H -2.0032 -4.0964 1.1529
C 0.0797 -5.3511 -0.1322
H 1.1526 -5.5040 -0.3191
H -0.1918 -5.7884 0.8400
H -0.4675 -5.9322 -0.8953
Zn -0.0166 -0.3138 0.4499
C 0.6093 1.5643 1.2201
O 0.9921 1.8264 2.3430
N -1.5586 -0.4154 -1.0235
C -2.2259 -0.4182 -1.9990
C -2.4664 0.0016 -3.4533
C -1.6129 1.1577 -4.0251
C -1.9920 -1.2340 -4.2514
C -3.9616 0.4014 -3.5748
H -1.7734 2.1302 -3.5420
H -0.5371 0.9207 -4.0221
H -1.9181 1.2719 -5.0809
H -2.3583 -2.2032 -3.8656
H -2.2078 -1.1277 -5.3287
H -0.8963 -1.2684 -4.1329
H -4.1866 0.8908 -4.5410
H -4.6107 -0.4765 -3.4322
H -4.2428 1.1264 -2.7919
C -1.4563 1.7290 4.1243
S -0.8135 0.0531 4.0741
C -2.1542 -0.6720 5.0495
O -1.0073 -0.4173 2.6237
H -1.4501 2.0479 5.1689
H -2.4704 1.6864 3.7196
H -0.7898 2.3638 3.5453
H -2.8874 -1.1182 4.3748
H -1.7089 -1.4258 5.7034
H -2.6028 0.1143 5.6641
```

* Kohn-Sham gap: 6.9 eV
* charge: +1
* calculated total energy: -117971.54640 eV
* E_HOMO: -0.33287 hartree



Q: Which max |F| values were calculated for the entries above? A: 5.1; 5.6; 4.6, in eV Å⁻¹.